Record 1
H80O40 | ωB97M-V/def2-TZVPD

Output
- HOMO-LUMO gap (eV) = 9.92
- total charge = 0

```
120
Properties=species:S:1:pos:R:3:forces:R:3
H 1.18542 4.35281 0.13954 -0.5 0.0 -0.5
H 2.10762 4.95244 1.06788 -0.9 -1.0 0.5
O 1.37871 4.27110 1.08404 2.1 2.2 -1.2
H 2.78587 3.18259 -5.36367 -0.8 0.0 0.0
H 2.40265 1.85171 -4.55335 -0.9 0.4 0.0
O 3.08750 2.44536 -4.84399 1.9 -0.4 -0.2
H -0.98693 -2.38634 2.14435 -0.1 -0.3 -0.2
H -1.62293 -2.68162 3.43923 0.2 -1.1 -1.0
O -1.36666 -3.16700 2.60388 -0.6 1.4 1.8
H 3.12937 -0.66872 -5.58165 0.1 -0.7 0.4
H 2.41879 0.32863 -6.31993 -0.6 -0.3 -0.3
O 2.27997 -0.59213 -6.02715 0.5 1.1 -0.3
H -4.68433 -0.80386 -2.94550 0.4 0.0 -0.1
H -4.15560 -0.73666 -4.34494 0.1 -0.2 -0.4
O -3.84173 -0.85345 -3.44510 -0.1 -0.3 0.3
H 1.05789 0.80318 3.67777 0.4 0.4 -0.7
O 0.22985 0.65067 4.14117 -1.2 -1.1 1.5
H 2.35348 -1.33802 4.32410 -1.0 -0.6 0.2
O 1.49787 -1.80651 4.48813 0.7 1.2 0.4
H 3.96543 1.38782 -2.92652 0.0 0.2 0.1
H 4.95651 2.50102 -2.65759 0.2 0.2 -0.3
O 4.27617 1.98626 -2.23117 -0.2 -0.4 0.4
H 1.18902 -4.76714 -2.17762 -0.6 -0.8 -1.0
H 0.25736 -5.89977 -1.94531 0.0 0.1 -0.9
O 0.70295 -5.46024 -2.70132 0.5 0.7 1.9
H 1.89318 0.45448 -0.24211 0.9 -0.9 -0.2
H 3.24133 1.39343 0.27708 0.3 -1.1 -0.7
O 2.31282 1.23453 0.12881 -0.8 2.2 0.4
H -0.89506 3.93778 -1.10444 0.3 -0.1 0.6
H -1.90476 2.72618 -1.04175 0.6 -0.4 0.7
O -1.61359 3.48478 -1.52595 -1.3 1.0 -1.9
H 0.76273 2.53685 -2.65328 0.7 0.2 -1.1
O 0.72473 3.09575 -3.47927 -0.2 -1.2 1.8
H 0.52862 -1.26061 1.58113 -0.5 0.1 0.0
H -0.25592 -0.00193 1.83133 -0.3 -0.1 0.2
O -0.40422 -0.93535 1.64639 1.7 -0.2 -0.6
H 1.49376 4.15940 -2.12707 -0.9 1.0 0.2
H 2.11988 5.45583 -2.19685 -0.2 0.7 0.3
O 1.35100 5.07274 -1.75015 1.1 -1.3 -0.2
H 1.45638 2.83930 3.29745 0.3 -0.1 0.5
H 0.59516 3.48451 2.25568 -0.3 -1.2 0.1
O 0.67204 2.65478 2.77480 -1.1 1.1 -0.5
H 2.99945 2.87435 5.01421 -0.1 0.2 0.1
H 3.46246 4.06065 4.13345 0.0 -0.1 0.2
O 3.16064 3.14584 4.10220 0.2 0.3 0.1
H -5.63687 3.06018 0.24362 0.2 0.4 0.0
H -6.67110 1.98054 0.41376 -0.5 -0.1 0.3
O -5.84049 2.16237 -0.01405 0.3 -0.3 -0.3
H 5.98610 -1.53070 1.17468 1.3 0.3 -0.1
H 6.33767 -0.09094 1.19397 0.3 0.4 0.0
O 6.78493 -0.94185 1.20819 -1.6 -0.7 0.1
H -3.12151 0.34626 -5.28546 0.9 0.4 -0.2
O -2.95290 -0.05235 -6.14881 -0.4 -0.5 -0.4
H 1.57536 -4.24115 3.98198 -0.7 -1.2 1.0
H 2.72902 -5.05384 4.08197 0.5 -0.9 0.3
O 1.80203 -5.15105 4.32637 0.1 2.1 -1.1
H 2.03085 0.32501 -2.62716 0.9 -0.2 0.2
O 2.42746 -0.15754 -3.37814 -0.7 0.8 0.8
H -1.75048 1.20829 -3.45121 -0.7 1.0 -0.5
H -2.48812 2.52282 -3.79989 -0.1 0.3 0.3
O -2.20921 1.69096 -4.18093 0.3 -0.4 0.5
H 1.56329 -1.56954 -1.51624 0.4 0.2 0.0
H 0.25282 -1.39130 -0.89596 0.0 0.0 0.3
O 1.13652 -0.95400 -0.90567 -0.2 -0.5 -0.4
H -1.20088 -2.61988 -2.41206 0.0 0.1 2.0
H -1.19271 -3.04841 -0.84655 -0.3 -0.6 -0.2
O -0.68155 -2.67820 -1.57020 0.1 0.4 -0.5
H -0.94218 -6.50400 2.95055 0.4 0.0 0.4
H -1.35409 -4.96700 2.94667 0.2 -0.5 -0.1
O -1.57941 -5.86666 2.63881 -0.3 0.1 0.1
H 3.33413 1.29174 3.16201 0.0 0.7 -0.2
H 2.16049 1.58824 2.08234 0.4 0.4 -0.2
O 2.55630 0.97573 2.70865 0.2 -2.1 0.8
H -0.59497 1.13156 0.32016 0.3 0.2 0.1
H 0.58866 2.18806 0.15207 -0.4 -0.9 0.2
O -0.16525 1.74487 -0.28772 -0.1 0.2 0.1
H 0.94465 -5.08464 1.40227 -0.1 -0.5 0.1
H 0.59649 -3.78399 2.11718 0.1 -0.3 -0.6
O 0.86601 -4.14545 1.25693 -0.6 -0.1 -0.3
H -4.14235 2.74539 2.48453 1.1 0.0 -0.6
H -3.06555 2.58215 1.35902 -0.2 -0.5 -0.2
O -3.22532 2.97208 2.21438 -0.8 0.9 1.0
H 3.38462 -2.49216 1.99680 -0.1 0.1 -1.0
H 2.50996 -2.80340 3.10017 -0.7 0.2 0.4
O 2.43758 -2.55183 2.17997 1.7 0.5 0.2
H -4.16537 -3.70711 -1.72502 -0.8 0.6 -1.0
H -3.30206 -4.56758 -1.08205 1.0 -1.3 0.0
O -3.58531 -4.41951 -1.99522 -0.2 0.7 0.7
H -2.90082 -0.30068 0.85849 0.7 1.2 0.8
O -2.75883 0.34948 1.60359 -0.4 -1.7 -2.2
H -6.48306 -0.05326 -1.70536 0.3 0.2 -1.2
H -6.07227 0.83865 -2.92020 -0.1 -0.4 0.3
O -6.20842 -0.08784 -2.65338 -0.7 0.4 1.1
H -2.05976 -0.42359 -6.14365 -0.3 0.2 0.3
H -0.51300 0.88419 3.57558 0.6 0.2 -0.1
H 1.63132 -0.07372 -3.92881 0.3 -0.6 -0.7
H 0.89245 -1.02732 4.50341 -0.1 -0.6 0.0
H -0.23719 3.04101 -3.45233 -0.6 0.6 -0.8
H -3.31175 -0.07130 2.26973 -0.2 0.5 0.5
O -2.26960 -4.99921 0.30613 -0.2 1.1 0.4
H -1.83286 -5.54193 0.98629 0.1 -0.5 -0.1
H -2.50055 -4.26764 0.91051 0.0 -0.1 -0.4
O -0.19337 0.51129 -2.92611 -0.3 -1.2 -0.1
H -0.75679 -0.07774 -3.47935 0.9 -0.2 0.3
H 0.24018 -0.09149 -2.27531 -0.7 0.5 -0.2
O -3.39750 0.67109 3.96937 -0.3 -0.1 1.0
H -3.79469 1.32747 4.55984 0.3 -0.3 -0.2
H -2.52288 1.00465 3.74312 -0.3 0.3 0.0
O -0.30877 5.37356 3.09869 -0.5 1.7 -0.8
H -0.74333 4.98354 3.84276 0.2 -0.8 0.4
H 0.54405 5.03295 2.84779 0.0 -0.3 0.6
O -1.45476 -2.09154 -4.14405 1.0 0.7 -0.4
H -0.97613 -2.84504 -3.76842 -0.7 -0.2 -1.0
H -2.38209 -1.95247 -3.89543 -0.2 -0.6 0.4
O 4.31019 -2.65975 -0.32611 -2.1 -0.1 -1.7
H 4.04774 -1.88129 -0.83375 1.2 1.5 0.5
H 3.55228 -3.08915 -0.80958 1.0 -1.2 1.4
O 0.19098 3.11296 5.86802 0.3 -0.1 0.8
H -0.21994 2.38106 5.39937 0.2 -0.1 -0.4
H 0.04700 3.91549 5.37746 -0.1 0.2 -0.4
```
Positions in Å, forces in eV/Å.


Record 2
H8LiO4 | ωB97M-V/def2-TZVPD

Output
- HOMO-LUMO gap (eV) = 12.48
- total charge = +1

```
13
Properties=species:S:1:pos:R:3:forces:R:3
Li 0.08844 -0.11552 -0.02711 2.9 0.4 -1.7
O -0.64097 -1.05266 -0.83550 -3.3 -5.2 -4.6
H -1.59731 -1.07707 -0.86809 -0.4 -0.1 -0.1
H -0.36197 -1.67110 -1.51071 0.1 -0.4 -0.2
O 0.08554 -0.50593 1.35200 0.7 -2.2 7.4
H 0.82731 -0.55416 1.95505 0.2 0.0 0.5
H -0.58147 -1.06772 1.74659 -0.2 -0.2 0.2
O 1.36762 0.62982 -0.45033 4.7 1.1 -1.1
H 1.55697 0.80955 -1.37124 0.1 0.3 -0.4
H 2.22432 0.46308 -0.05728 0.6 0.0 0.0
O -0.75244 1.08919 -0.08486 -5.1 5.6 -0.1
H -0.75156 1.57147 0.74198 0.0 0.4 0.3
H -1.46447 1.48108 -0.59049 -0.2 0.2 -0.2
```
Positions in Å, forces in eV/Å.


Record 3
H8NO2PSi2Zn | ωB97M-V/def2-TZVPD

Output
- HOMO-LUMO gap (eV) = 4.37
- total charge = +2

```
15
Properties=species:S:1:pos:R:3:forces:R:3
N -0.39536 -0.07642 1.83875 -1.2 0.7 -0.6
P -1.22064 0.28763 0.49452 0.0 -1.1 4.0
Si -0.02190 1.18740 -1.12725 3.7 0.3 -5.7
O 1.04281 0.07739 -1.97774 -1.8 1.4 3.9
Si 2.05217 -0.74046 -0.79428 -0.8 -2.4 -0.5
O 1.19879 -2.19512 -0.29868 0.3 3.0 1.2
H -0.77007 0.47373 2.65908 1.2 -0.4 -0.7
H -2.26200 1.24542 0.84129 -0.2 -0.3 -0.5
H -1.86457 -0.96641 0.08497 -0.4 0.2 0.0
H 0.66150 2.37005 -0.56947 -0.2 -0.4 0.7
H -1.00217 1.66522 -2.13641 -0.3 -0.4 0.5
H 2.18886 0.14622 0.38105 -0.3 0.2 0.0
H 3.32947 -1.08968 -1.40041 -0.1 0.1 -0.2
H 0.96246 -2.10060 0.67721 0.6 -0.5 -1.7
Zn -3.89933 -0.28437 1.32737 -0.4 -0.2 -0.4
```
Positions in Å, forces in eV/Å.


Let's list largest force on an atom in order: 0.0627 0.1515 0.1332 Eh/bohr.
Let's list energy relative to the best compared isomer or geometry (same formula, charge and spin) in order: 827.6 471.5 111.1 kJ/mol.
Let's list energy in order: -3057.44214 -312.99204 -2908.87530 Eh.